Record 1
{
  "formula": "C4H14N2O",
  "method": "ωB97M-V/def2-TZVPD",
  "symbols": ["C", "N", "C", "C", "N", "C", "H", "H", "H", "H", "H", "H", "H", "H", "H", "H", "H", "H", "H", "H", "O"],
  "positions_angstrom": [[-2.37, -1.87, 2.77], [-2.15, -0.52, 2.21], [-0.69, -0.25, 2.17], [-0.18, -0.40, 0.72], [-0.24, 0.88, 0.00], [-0.03, 0.62, -1.46], [-1.62, -2.56, 2.41], [-3.36, -2.16, 2.43], [-2.34, -1.86, 3.87], [-2.52, 0.23, 2.78], [-0.37, 0.76, 2.44], [-0.14, -0.95, 2.80], [0.85, -0.76, 0.75], [-0.81, -1.20, 0.31], [-1.22, 1.15, 0.06], [1.04, 0.61, -1.64], [-0.45, -0.32, -1.81], [-0.50, 1.47, -1.96], [4.06, 1.66, -5.73], [4.69, 1.73, -4.47], [4.89, 1.36, -5.35]],
  "smiles": "CNCCNC.O",
  "de_lowest_kcal_mol": 46.0
}

***

Record 2
{
  "formula": "C22H24BrN3O3",
  "method": "ωB97M-V/def2-TZVPD",
  "symbols": ["O", "C", "N", "C", "C", "C", "C", "C", "C", "C", "N", "C", "O", "C", "H", "H", "C", "N", "C", "C", "H", "O", "C", "C", "H", "H", "H", "H", "H", "H", "H", "H", "H", "C", "H", "H", "C", "C", "C", "C", "C", "C", "H", "H", "H", "H", "H", "H", "H", "Br", "H", "H", "H"],
  "positions_angstrom": [[2.09, 1.89, 2.63], [1.40, 0.90, 2.05], [0.30, 0.34, 2.50], [-0.54, -0.62, 2.25], [-1.47, -1.01, 3.32], [-2.08, -2.06, 3.27], [-2.10, -2.65, 2.14], [-1.52, -2.34, 0.79], [-0.64, -1.21, 0.89], [0.01, -0.87, -0.28], [0.97, 0.34, -0.39], [0.39, 1.50, -1.15], [-0.80, 1.43, -1.66], [1.26, 2.67, -0.87], [1.20, 3.02, 0.11], [2.27, 2.63, -1.18], [0.43, 3.92, -1.46], [1.36, 5.14, -1.43], [2.32, 5.06, -2.62], [1.86, 5.73, -3.83], [2.48, 5.97, -4.67], [1.25, 7.00, -3.68], [0.13, 6.74, -2.76], [0.76, 6.36, -1.32], [-0.28, 6.11, -0.93], [1.27, 6.99, -1.01], [-0.57, 7.85, -2.52], [-0.67, 5.95, -3.20], [1.14, 5.06, -4.23], [2.84, 4.24, -2.62], [3.10, 5.87, -2.29], [-0.56, 4.09, -1.25], [0.37, 3.51, -2.65], [1.82, 0.50, 0.73], [2.22, -0.54, 0.88], [2.89, 0.87, 0.21], [0.83, -1.99, -0.97], [1.74, -2.90, 0.14], [2.44, -3.87, -0.59], [2.86, -3.82, -1.98], [2.14, -2.93, -2.56], [1.51, -1.86, -2.14], [0.82, -1.10, -2.84], [2.26, -2.79, -3.72], [3.35, -4.55, -2.46], [2.74, -4.71, 0.17], [1.26, -2.94, 1.15], [-0.84, -0.70, -0.88], [-1.57, -2.91, -0.18], [-3.18, -4.24, 1.73], [-2.66, -2.55, 4.00], [-1.19, -0.60, 4.20], [-0.01, 0.76, 3.37]],
  "smiles": "O=C1CN(C(=O)CCN2CCOCC2)[C@@H](c2ccccc2)c2cc(Br)ccc2N1",
  "de_lowest_kcal_mol": 375.4
}

***

Record 3
{
  "formula": "C53H108BN2O41P6",
  "method": "ωB97M-V/def2-TZVPD",
  "symbols": ["O", "C", "O", "B", "O", "C", "O", "O", "C", "O", "C", "O", "O", "C", "C", "N", "H", "H", "H", "C", "C", "N", "H", "H", "H", "C", "C", "O", "P", "O", "O", "C", "C", "O", "C", "C", "H", "H", "H", "H", "H", "H", "H", "H", "H", "H", "H", "H", "H", "H", "H", "C", "C", "O", "P", "O", "O", "C", "C", "O", "C", "C", "H", "H", "H", "H", "H", "H", "H", "H", "H", "H", "H", "H", "H", "H", "H", "C", "C", "O", "P", "O", "O", "C", "C", "O", "C", "C", "H", "H", "H", "H", "H", "H", "H", "H", "H", "H", "H", "H", "H", "H", "H", "C", "C", "O", "P", "O", "O", "C", "C", "O", "C", "C", "H", "H", "H", "H", "H", "H", "H", "H", "H", "H", "H", "H", "H", "H", "H", "C", "C", "O", "P", "O", "O", "C", "C", "O", "C", "C", "H", "H", "H", "H", "H", "H", "H", "H", "H", "H", "H", "H", "H", "H", "H", "C", "C", "O", "P", "O", "O", "C", "C", "O", "C", "C", "H", "H", "H", "H", "H", "H", "H", "H", "H", "H", "H", "H", "H", "H", "H", "C", "C", "O", "C", "O", "O", "H", "H", "H", "H", "C", "C", "O", "C", "O", "O", "H", "H", "H", "H", "C", "C", "O", "C", "O", "O", "H", "H", "H", "H"],
  "positions_angstrom": [[-0.79, -4.56, 0.55], [-1.09, -3.42, 0.20], [-0.42, -2.28, 0.25], [-1.16, -1.21, -0.32], [-2.34, -1.88, -0.93], [-2.42, -3.17, -0.60], [-3.27, -4.01, -0.89], [-0.27, -0.48, -1.25], [-0.29, 0.86, -1.01], [0.22, 1.79, -1.70], [-1.20, 1.05, 0.26], [-1.59, -0.17, 0.65], [-1.52, 2.10, 0.74], [-4.74, 3.38, 1.35], [-5.06, 4.84, 1.58], [-5.32, 5.93, 1.82], [-4.41, 3.30, 0.31], [-5.56, 2.69, 1.52], [-3.97, 3.06, 2.04], [-2.38, -7.71, -1.05], [-2.64, -8.62, 0.16], [-2.91, -9.26, 1.07], [-2.00, -6.77, -0.65], [-3.35, -7.50, -1.50], [-1.68, -8.22, -1.70], [-1.08, 0.04, 4.15], [-2.09, 1.14, 3.94], [-2.61, 1.53, 5.21], [-3.88, 2.54, 5.25], [-4.94, 2.52, 4.22], [-3.22, 4.02, 5.35], [-4.02, 5.20, 5.54], [-3.26, 6.50, 5.29], [-4.43, 2.28, 6.77], [-5.76, 2.51, 7.15], [-5.93, 2.54, 8.71], [-0.31, 0.27, 4.88], [-1.70, -0.80, 4.47], [-0.54, -0.27, 3.26], [-1.58, 2.01, 3.52], [-2.94, 0.95, 3.29], [-4.78, 5.03, 4.78], [-4.55, 5.22, 6.49], [-2.29, 6.54, 5.79], [-3.05, 6.60, 4.22], [-3.85, 7.38, 5.54], [-5.97, 3.52, 6.79], [-6.49, 1.85, 6.69], [-5.18, 3.15, 9.22], [-6.88, 3.02, 8.95], [-5.81, 1.55, 9.15], [-1.25, 4.57, -8.18], [-0.48, 5.86, -8.32], [-0.46, 6.54, -7.12], [0.44, 5.91, -5.89], [1.74, 5.34, -6.28], [0.68, 7.24, -4.88], [1.00, 8.49, -5.42], [0.34, 9.63, -4.61], [-0.56, 4.90, -5.06], [-1.57, 5.37, -4.18], [-1.48, 4.67, -2.83], [-2.23, 4.71, -7.73], [-1.54, 4.06, -9.10], [-0.82, 3.76, -7.58], [0.55, 5.63, -8.58], [-0.83, 6.43, -9.18], [2.09, 8.47, -5.50], [0.64, 8.52, -6.45], [0.19, 10.55, -5.17], [-0.68, 9.32, -4.37], [0.76, 9.92, -3.65], [-1.65, 6.44, -4.01], [-2.52, 5.06, -4.62], [-2.20, 5.00, -2.08], [-1.64, 3.59, -2.86], [-0.53, 4.87, -2.33], [-0.04, -2.14, -4.28], [0.60, -3.20, -3.38], [1.53, -3.90, -4.20], [2.83, -4.65, -3.49], [3.52, -3.89, -2.40], [2.35, -6.17, -3.05], [1.90, -6.45, -1.77], [2.52, -7.80, -1.40], [3.70, -4.94, -4.85], [5.13, -4.92, -4.70], [5.71, -3.93, -5.67], [-0.96, -1.72, -3.87], [0.66, -1.32, -4.43], [-0.37, -2.57, -5.22], [1.15, -2.63, -2.63], [-0.12, -3.96, -3.08], [1.95, -5.60, -1.09], [0.84, -6.63, -1.95], [2.47, -8.58, -2.15], [3.59, -7.67, -1.27], [2.12, -8.09, -0.42], [5.53, -4.84, -3.69], [5.21, -5.96, -5.03], [5.32, -4.18, -6.65], [5.48, -2.93, -5.32], [6.80, -3.85, -5.64], [0.50, 3.60, 7.52], [0.06, 2.97, 6.18], [-0.22, 3.91, 5.17], [0.98, 4.98, 4.83], [2.29, 4.36, 4.62], [0.93, 6.07, 6.06], [2.15, 6.75, 6.33], [2.37, 7.94, 5.32], [0.34, 5.71, 3.51], [0.37, 5.05, 2.22], [-0.98, 5.27, 1.49], [1.54, 3.92, 7.54], [-0.10, 4.47, 7.80], [0.47, 2.90, 8.35], [0.79, 2.22, 5.85], [-0.86, 2.42, 6.38], [2.10, 7.12, 7.35], [2.99, 6.05, 6.40], [1.56, 8.67, 5.42], [3.30, 8.50, 5.43], [2.47, 7.52, 4.32], [1.18, 5.57, 1.70], [0.66, 4.02, 2.40], [-0.95, 4.88, 0.47], [-1.80, 4.88, 2.09], [-1.10, 6.35, 1.45], [5.86, -0.11, -8.08], [5.26, 0.75, -6.99], [4.74, -0.10, -5.93], [3.62, 0.66, -5.00], [4.15, 1.86, -4.43], [3.21, -0.56, -3.99], [3.61, -0.53, -2.64], [4.99, -1.03, -2.51], [2.29, 0.80, -5.98], [1.42, 1.91, -5.92], [0.19, 1.62, -5.10], [6.64, -0.67, -7.57], [5.16, -0.82, -8.54], [6.23, 0.44, -8.95], [6.05, 1.40, -6.61], [4.48, 1.39, -7.41], [3.37, 0.43, -2.19], [3.02, -1.27, -2.10], [5.17, -2.05, -2.85], [5.57, -0.29, -3.06], [5.48, -0.91, -1.54], [1.86, 2.89, -5.71], [1.18, 2.02, -6.98], [-0.42, 2.52, -5.19], [-0.30, 0.73, -5.48], [0.52, 1.44, -4.07], [0.80, -6.37, 3.06], [-0.33, -7.36, 3.12], [-1.29, -6.97, 4.12], [-1.52, -7.66, 5.59], [-2.84, -7.37, 6.22], [-1.28, -9.27, 5.36], [-2.00, -10.11, 4.44], [-1.15, -11.19, 3.80], [-0.25, -7.23, 6.56], [1.01, -7.78, 6.28], [2.03, -6.89, 6.92], [1.30, -6.11, 3.99], [1.60, -6.96, 2.60], [0.53, -5.49, 2.47], [-0.88, -7.22, 2.19], [0.03, -8.39, 3.21], [-2.86, -10.53, 4.98], [-2.52, -9.48, 3.72], [-0.70, -11.90, 4.49], [-1.81, -11.62, 3.04], [-0.48, -10.64, 3.14], [1.06, -8.72, 6.82], [1.30, -8.02, 5.25], [2.12, -5.94, 6.38], [1.81, -6.65, 7.96], [3.07, -7.20, 6.93], [2.53, -2.07, 0.78], [1.83, -2.27, 2.12], [2.88, -1.93, 2.95], [4.05, -1.70, 2.36], [5.07, -1.37, 3.00], [3.82, -1.64, 1.08], [1.91, -1.36, 0.23], [2.50, -2.95, 0.13], [1.54, -3.32, 2.20], [0.95, -1.63, 2.25], [-5.81, -4.66, -3.39], [-6.11, -3.59, -2.35], [-6.41, -4.26, -1.23], [-6.56, -5.59, -1.48], [-6.80, -6.49, -0.65], [-6.25, -5.84, -2.72], [-4.74, -4.76, -3.53], [-6.27, -4.38, -4.34], [-6.99, -3.01, -2.61], [-5.21, -3.00, -2.17], [2.12, 4.67, -1.03], [2.32, 4.42, -2.49], [2.74, 5.63, -2.96], [2.51, 6.58, -2.05], [2.74, 7.73, -2.21], [1.93, 6.10, -0.98], [2.92, 4.24, -0.43], [1.25, 4.13, -0.65], [1.39, 4.24, -3.03], [2.94, 3.56, -2.75]],
  "e_tot_ev": -200070.68839,
  "charge": -1
}

***

Record 4
{
  "formula": "CH2S3",
  "method": "ωB97M-V/def2-TZVPD",
  "symbols": ["C", "S", "S", "S", "H", "H"],
  "positions_angstrom": [[-0.59, -0.09, 0.04], [-0.30, -1.80, -0.08], [0.86, 1.18, -0.07], [2.46, 0.13, -0.09], [-1.18, 0.32, -0.68], [-1.25, 0.26, 0.87]],
  "de_lowest_kcal_mol": 43.4
}

***

Record 5
{
  "formula": "C18H37CeOP3S",
  "method": "ωB97M-V/def2-TZVPD",
  "symbols": ["Ce", "P", "P", "P", "H", "C", "C", "H", "C", "C", "C", "C", "C", "C", "C", "C", "C", "H", "H", "H", "H", "H", "H", "H", "H", "H", "H", "H", "H", "H", "H", "H", "H", "H", "H", "H", "H", "H", "H", "H", "H", "H", "H", "H", "H", "H", "C", "C", "C", "C", "C", "C", "S", "H", "H", "H", "H", "H", "H", "O", "C"],
  "positions_angstrom": [[0.38, -1.28, -1.41], [2.16, 0.72, 0.56], [-1.09, -0.20, 1.32], [-1.27, 2.07, -2.26], [0.80, -3.72, -6.21], [0.90, -2.66, -6.47], [1.83, -1.88, -5.92], [2.66, -2.28, -5.34], [3.66, 0.09, 1.42], [1.68, 1.93, 1.88], [2.98, 1.91, -0.57], [-2.65, -1.11, 1.02], [-0.72, -0.85, 2.99], [-1.79, 1.38, 1.93], [-1.18, 2.84, -3.84], [-0.62, 3.13, -0.96], [-2.95, 1.61, -1.84], [0.29, -2.29, -7.31], [1.88, -0.84, -6.25], [4.21, -0.57, 0.74], [3.37, -0.47, 2.32], [4.29, 0.94, 1.70], [1.24, 1.42, 2.75], [0.98, 2.68, 1.48], [2.59, 2.46, 2.21], [3.32, 1.38, -1.47], [3.85, 2.34, -0.05], [2.30, 2.72, -0.86], [-3.39, -0.79, 1.76], [-2.48, -2.18, 1.13], [-3.03, -0.90, 0.02], [-1.46, -0.48, 3.72], [0.27, -0.52, 3.33], [-0.76, -1.94, 3.00], [-2.48, 1.17, 2.76], [-2.36, 1.92, 1.17], [-1.01, 2.04, 2.33], [-2.07, 3.46, -3.96], [-1.15, 2.06, -4.61], [-0.27, 3.43, -3.89], [-1.05, 4.13, -1.12], [0.47, 3.18, -1.02], [-0.90, 2.75, 0.04], [-3.61, 2.32, -2.35], [-3.16, 1.68, -0.76], [-3.21, 0.59, -2.18], [0.38, -1.65, -3.82], [-0.99, -1.83, -4.14], [-1.50, -3.14, -4.20], [-0.74, -4.23, -3.77], [0.49, -4.04, -3.13], [1.10, -2.76, -3.19], [1.17, -0.15, -3.81], [-0.21, 1.09, -2.48], [-1.51, -0.98, -4.57], [-2.49, -3.29, -4.63], [-1.10, -5.24, -3.99], [1.03, -4.85, -2.62], [2.15, -2.61, -2.87], [1.68, -2.63, 1.98], [1.29, -2.11, 1.03]],
  "charge": 3,
  "de_lowest_kcal_mol": 17.5,
  "multiplicity": 2
}

***

Record 6
{
  "formula": "C5H12O2",
  "method": "ωB97M-V/def2-TZVPD",
  "symbols": ["O", "C", "C", "C", "C", "C", "H", "H", "H", "H", "H", "H", "H", "H", "H", "H", "H", "H", "O"],
  "positions_angstrom": [[1.28, -1.90, 1.60], [0.68, -1.23, 0.80], [-0.36, -0.20, 1.16], [-0.23, 1.03, 0.21], [-1.09, 0.82, -1.03], [-0.56, 2.34, 0.91], [0.91, -1.34, -0.28], [-1.36, -0.60, 0.98], [-0.22, 0.02, 2.22], [0.81, 1.09, -0.11], [-0.86, 1.57, -1.78], [-2.13, 0.80, -0.76], [-0.84, -0.11, -1.56], [0.12, 2.52, 1.74], [-0.51, 3.14, 0.18], [-1.59, 2.34, 1.27], [2.47, -3.70, -2.39], [1.25, -3.32, -1.59], [2.21, -3.26, -1.57]],
  "smiles": "CC(C)CC=O.O",
  "de_lowest_kcal_mol": 23.0
}

***

Record 7
{
  "formula": "C4H11N3O2",
  "method": "ωB97M-V/def2-TZVPD",
  "symbols": ["C", "C", "N", "N", "N", "H", "H", "H", "H", "H", "H", "H", "H", "C", "C", "O", "O", "H", "H", "H"],
  "positions_angstrom": [[2.91, -2.39, -0.06], [0.98, -0.86, 0.15], [0.94, -0.32, -0.97], [1.91, -1.80, 0.60], [0.01, -0.45, 1.03], [1.57, -0.48, -1.58], [-0.77, 1.12, -1.63], [2.01, -1.77, 1.59], [-0.89, -1.10, 1.27], [-0.27, 0.52, 0.94], [3.27, -3.28, 0.46], [3.71, -1.53, 0.08], [2.80, -2.71, -1.10], [-2.79, 2.70, 0.08], [-2.26, 1.40, -0.37], [-1.62, 1.62, -1.60], [-2.39, 0.39, 0.14], [-3.77, 2.45, 0.50], [-2.93, 3.48, -0.64], [-2.40, 3.02, 1.09]],
  "smiles": "[H]/N=C(/N)NC.CC(=O)O",
  "de_lowest_kcal_mol": 64.8
}

***

Record 8
{
  "formula": "CH4N2OS",
  "method": "ωB97M-V/def2-TZVPD",
  "symbols": ["C", "H", "H", "H", "H", "N", "N", "O", "S"],
  "positions_angstrom": [[-0.22, 0.62, -0.17], [1.28, -1.66, 0.58], [1.59, 1.63, 0.27], [-0.81, 1.58, 0.20], [-2.28, -1.40, -0.10], [1.20, 0.78, -0.22], [-0.74, -0.50, -0.31], [-2.21, -0.44, -0.09], [2.19, -0.61, -0.16]],
  "smiles": "O/N=C/NS",
  "de_lowest_kcal_mol": 84.3
}

***

Record 9
{
  "formula": "C10H12N2O",
  "method": "ωB97M-V/def2-TZVPD",
  "symbols": ["C", "C", "C", "C", "C", "C", "C", "C", "C", "C", "N", "N", "O", "H", "H", "H", "H", "H", "H", "H", "H", "H", "H", "H", "H"],
  "positions_angstrom": [[-2.23, -3.36, -0.36], [-1.91, -2.87, 0.89], [-1.73, -2.90, -1.59], [-0.99, -1.86, 0.88], [-0.75, -1.87, -1.57], [-0.37, -1.35, -0.28], [1.26, 1.93, -1.25], [1.19, 2.88, -0.31], [0.44, 3.37, 1.88], [0.49, 0.73, -1.13], [0.38, 2.68, 0.82], [0.46, -0.17, -0.17], [0.95, 0.18, 1.08], [-2.89, -4.17, -0.45], [-2.47, -3.08, 1.81], [-2.23, -3.25, -2.42], [-0.81, -1.38, 1.75], [0.01, -1.67, -2.36], [1.48, 2.25, -2.28], [1.78, 3.85, -0.39], [-0.23, 3.22, 2.67], [0.04, 0.39, -1.99], [1.17, 4.15, 2.11], [-0.36, 1.96, 0.81], [1.03, -0.59, 1.68]],
  "e_tot_ev": -15568.74782,
  "charge": 2,
  "multiplicity": 3
}

***

Record 10
{
  "formula": "C31H24N2O2Pd",
  "method": "ωB97M-V/def2-TZVPD",
  "symbols": ["Pd", "C", "O", "C", "C", "C", "C", "C", "C", "N", "N", "C", "C", "O", "C", "C", "C", "C", "C", "C", "C", "C", "H", "H", "H", "H", "H", "H", "H", "H", "H", "H", "H", "H", "H", "C", "C", "C", "C", "C", "C", "C", "C", "C", "C", "C", "C", "C", "C", "H", "H", "H", "H", "H", "H", "H", "H", "H", "H", "H"],
  "positions_angstrom": [[-0.89, 0.69, -1.06], [-0.18, 1.45, -4.46], [0.29, 0.86, -3.26], [1.60, 1.12, -2.86], [2.69, 0.79, -3.64], [3.98, 0.91, -3.12], [4.17, 1.38, -1.83], [3.09, 1.76, -1.07], [1.78, 1.63, -1.56], [0.68, 2.01, -0.82], [0.87, 2.42, 0.39], [-0.07, 2.66, 1.29], [-1.49, 2.40, 1.08], [-1.99, 2.08, -0.06], [-2.35, 2.55, 2.19], [-1.92, 2.94, 3.42], [-0.55, 3.24, 3.65], [-0.09, 3.64, 4.92], [1.23, 3.95, 5.12], [2.14, 3.84, 4.07], [1.72, 3.42, 2.83], [0.38, 3.11, 2.59], [0.15, 0.89, -5.34], [0.14, 2.49, -4.55], [-1.27, 1.41, -4.40], [2.54, 0.42, -4.64], [4.82, 0.62, -3.73], [5.16, 1.45, -1.42], [3.22, 2.16, -0.07], [-3.40, 2.34, 2.00], [-2.62, 3.05, 4.23], [-0.80, 3.70, 5.73], [1.56, 4.28, 6.10], [3.18, 4.07, 4.25], [2.43, 3.32, 2.02], [-0.59, -6.14, -2.39], [-0.20, -5.48, -1.24], [-0.38, -4.12, -1.13], [-0.95, -3.39, -2.17], [-1.27, -4.05, -3.35], [-1.10, -5.42, -3.46], [-1.25, -1.96, -2.03], [-1.38, -1.28, -0.89], [-1.45, -1.61, 0.51], [-2.41, -2.49, 1.02], [-2.60, -2.61, 2.38], [-1.85, -1.86, 3.27], [-0.85, -1.02, 2.79], [-0.64, -0.90, 1.43], [-0.50, -7.21, -2.47], [0.23, -6.04, -0.42], [-0.06, -3.60, -0.23], [-1.67, -3.49, -4.18], [-1.38, -5.92, -4.37], [-1.45, -1.45, -2.98], [-3.01, -3.07, 0.33], [-3.36, -3.29, 2.76], [-2.02, -1.94, 4.33], [-0.26, -0.43, 3.48], [0.19, -0.29, 1.06]],
  "de_lowest_kcal_mol": 31.3
}